The following is a DFT calculation (ωB97M-V/def2-TZVPD) of a single C3H6O molecule.

The total energy comes out at -5253.9130 eV. For the HOMO-LUMO gap, the calculation gives 10.4 eV. For the HOMO energy, the calculation gives -9.516 eV. As for the relative energy (zero: lowest compared OMol25 entry of this formula, charge and spin): 171.9 kJ/mol. Its SMILES is C=CCO. As for the lowest unoccupied orbital energy: 0.9 eV.

Each line ends with the Mulliken charge.
Positions of all 10 atoms, in Å:
C  -0.026  -0.204  1.478  -0.610
C  -0.164  -0.807  0.298  -0.271
C  -0.019  0.016  -1.041  -0.265
O  -0.063  1.346  -0.491  -0.483
H  0.221  -0.811  2.397  0.201
H  0.012  0.834  1.727  0.255
H  -0.221  -1.835  0.224  0.363
H  -0.803  -0.370  -1.698  0.250
H  0.945  -0.064  -1.614  0.280
H  0.117  1.895  -1.281  0.280